A structure of composition C2H3LiO2Tb. Source: the Open Molecules 2025 dataset; level of theory: the ωB97M-V functional and the def2-TZVPD basis.

Summary:
Kohn-Sham gap (spin up / spin down) in eV: 7.72 / 6.61
Largest force on an atom in eV/Å: 1.252
Charge: +1
Energy in Ha: -1060.13539
Lowest unoccupied orbital energy (spin up / spin down) in Eh: -0.1441 / -0.1791
Relative energy (zero: lowest compared OMol25 entry of this formula, charge and spin) in kJ/mol: 0.0
Multiplicity: 7

Geometry (Å):
H -1.026 -2.990 -0.359
O 1.318 0.199 0.823
C 0.124 -0.382 0.533
C -0.726 0.332 -0.254
O -0.315 1.558 -0.669
Li 1.434 0.322 -1.355
Tb 1.006 2.387 0.889
H -0.123 -1.375 0.989
H -1.692 -0.050 -0.596

---

An isolated molecule of C3H3ClN2S. Source: the Open Molecules 2025 dataset; level of theory: the ωB97M-V functional and the def2-TZVPD basis.

Summary:
Kohn-Sham gap in eV: 8.91
Structure (SMILES): N#C[C@@H](Cl)C(N)=S
Largest force on an atom in eV/Å: 2.346
Charge: 0
Energy in Ha: -1083.98904
Lowest unoccupied orbital energy in Eh: -0.0067
Relative energy (zero: lowest compared OMol25 entry of this formula, charge and spin) in kJ/mol: 45.9

Geometry (Å):
N -1.636 0.615 2.130
C -1.183 0.095 1.197
C -0.746 -0.638 -0.006
Cl -1.729 0.058 -1.326
C 0.757 -0.293 -0.075
N 1.111 0.825 -0.684
S 1.817 -1.339 0.735
H -0.890 -1.705 0.087
H 0.408 1.393 -1.175
H 2.091 0.987 -0.884

---

A structure of composition C26H38Br33N5O2P. Source: the Open Molecules 2025 dataset; level of theory: the ωB97M-V functional and the def2-TZVPD basis.

Summary:
Kohn-Sham gap in eV: 8.08
Largest force on an atom in eV/Å: 2.769
Charge: +1
Energy in Ha: -86721.18145
Lowest unoccupied orbital energy in Eh: -0.1125

Geometry (Å):
C -0.253 3.923 4.463
C -1.510 4.191 4.156
N -1.874 4.484 2.765
C -3.037 3.796 2.367
N -4.102 3.495 3.200
C -5.083 4.597 3.375
C -6.475 3.994 3.701
C -7.508 4.188 2.564
C -7.703 2.918 1.684
N -3.118 3.377 1.141
N -4.263 2.653 0.748
C -2.064 3.560 0.130
C -1.023 2.469 0.358
C -1.305 1.194 -0.099
C -0.411 0.161 0.108
C 0.764 0.427 0.781
C 1.058 1.701 1.227
C 2.353 1.971 2.033
C 0.163 2.735 1.019
P -1.896 6.189 2.433
N -1.698 6.959 3.741
O -0.718 6.453 1.376
O -3.258 6.608 1.688
H -0.071 3.342 5.358
H 0.561 4.259 3.836
H -2.316 4.200 4.876
H -3.800 3.113 4.086
H -5.185 5.201 2.478
H -4.801 5.242 4.211
H -6.358 2.915 3.814
H -6.855 4.356 4.655
H -7.182 4.972 1.877
H -8.474 4.473 2.974
H -8.770 2.756 1.545
H -7.254 3.040 0.695
H -7.271 2.028 2.140
H -4.258 2.498 -0.273
H -5.064 3.265 0.889
H -2.483 3.470 -0.868
H -1.590 4.534 0.184
H -2.240 1.017 -0.611
H -0.617 -0.843 -0.241
H 1.481 -0.373 0.970
H 2.592 3.025 1.924
H 2.092 1.820 3.085
H 3.191 1.347 1.758
H 0.401 3.728 1.382
H -2.453 7.602 3.942
H -0.115 5.695 1.386
H -3.060 6.970 0.810
C 3.597 -3.483 0.508
Br 5.235 -4.098 1.293
Br 3.286 -1.616 0.885
Br 3.515 -3.822 -1.385
H 2.792 -4.044 0.961
C -3.164 1.829 -4.259
Br -4.253 2.299 -2.719
Br -1.417 1.221 -3.764
Br -4.078 0.553 -5.358
H -3.033 2.729 -4.842
C 8.263 -7.026 -0.165
Br 6.435 -7.016 -0.773
Br 9.486 -7.423 -1.592
Br 8.742 -5.386 0.740
H 8.349 -7.822 0.562
C -7.371 -0.934 -3.993
Br -8.156 0.684 -3.303
Br -6.674 -2.041 -2.584
Br -8.591 -1.901 -5.117
H -6.532 -0.642 -4.607
C -7.700 -2.206 1.462
Br -6.077 -1.781 2.412
Br -8.892 -3.270 2.527
Br -8.559 -0.622 0.794
H -7.419 -2.800 0.603
C 13.055 -9.505 -3.331
Br 14.592 -9.176 -2.224
Br 11.731 -10.562 -2.417
Br 12.311 -7.866 -4.017
H 13.390 -10.082 -4.181
C 3.803 2.664 -2.207
Br 2.665 2.251 -3.710
Br 2.937 2.222 -0.531
Br 5.545 1.858 -2.385
H 3.957 3.734 -2.211
C 3.232 -9.309 -2.304
Br 4.220 -10.160 -0.892
Br 3.218 -7.386 -2.125
Br 3.856 -9.849 -4.040
H 2.207 -9.640 -2.214
C 7.077 -2.089 -3.137
Br 8.063 -0.435 -3.168
Br 7.130 -2.978 -4.841
Br 7.700 -3.235 -1.721
H 6.043 -1.845 -2.935
C -3.894 -4.801 -3.361
Br -3.494 -3.066 -4.099
Br -5.505 -5.536 -4.110
Br -2.406 -6.005 -3.542
H -4.066 -4.664 -2.303
C 9.444 -0.340 0.299
Br 8.841 0.755 1.766
Br 10.812 0.538 -0.728
Br 10.016 -2.077 0.896
H 8.597 -0.490 -0.355

---

An isolated molecule of C3H6ClN. Source: the Open Molecules 2025 dataset; level of theory: the ωB97M-V functional and the def2-TZVPD basis.

Summary:
Kohn-Sham gap in eV: 10.27
Structure (SMILES): N[C@@H]1C[C@@H]1Cl
Largest force on an atom in eV/Å: 6.052
Charge: 0
Energy in Ha: -632.74903
Lowest unoccupied orbital energy in Eh: 0.0298
Relative energy (zero: lowest compared OMol25 entry of this formula, charge and spin) in kJ/mol: 203.9

Geometry (Å):
N -1.518 -0.660 1.205
C -0.303 -1.038 0.648
C 0.906 -0.399 1.095
C 0.433 -0.312 -0.338
Cl 0.270 1.150 -1.265
H -2.258 -1.247 0.605
H -1.441 0.462 1.038
H -0.166 -2.171 0.604
H 0.613 0.353 1.898
H 1.840 -1.020 1.504
H 1.235 -0.811 -1.009

---

A structure of composition C5H6O. Source: the Open Molecules 2025 dataset; level of theory: the ωB97M-V functional and the def2-TZVPD basis.

Summary:
Kohn-Sham gap in eV: 9.00
Largest force on an atom in eV/Å: 0.411
Charge: 0
Energy in Ha: -269.16996
Lowest unoccupied orbital energy in Eh: 0.0029
Relative energy (zero: lowest compared OMol25 entry of this formula, charge and spin) in kJ/mol: 462.8

Geometry (Å):
O -0.993 -1.806 1.496
C -0.288 -1.030 0.885
C 0.904 -1.398 0.122
C 0.709 0.690 -0.239
C -0.676 0.775 -0.758
C -0.421 0.455 0.708
H 1.464 -0.251 -0.271
H 0.742 -1.887 -0.845
H 1.399 1.529 -0.206
H -1.083 0.005 -1.407
H -1.026 1.781 -0.977
H -0.730 1.136 1.493

---

A cluster of 13 separate species, C26H78O13S13 in total. Source: the Open Molecules 2025 dataset; level of theory: the ωB97M-V functional and the def2-TZVPD basis.

Summary:
Kohn-Sham gap in eV: 8.66
Largest force on an atom in eV/Å: 3.597
Charge: 0
Energy in Ha: -7191.50417
Lowest unoccupied orbital energy in Eh: 0.0136
Relative energy (zero: lowest compared OMol25 entry of this formula, charge and spin) in kJ/mol: 144.2

Geometry (Å):
C -2.992 6.938 -2.168
S -3.324 5.228 -2.448
O -4.582 5.117 -3.176
C -2.083 4.828 -3.552
H -2.871 7.532 -3.053
H -2.044 6.894 -1.554
H -3.862 7.290 -1.595
H -2.042 5.640 -4.371
H -2.230 3.870 -4.046
H -1.149 4.899 -3.032
C 3.872 -2.291 0.956
S 4.214 -1.926 -0.784
O 5.253 -0.911 -0.911
C 4.991 -3.493 -1.034
H 3.412 -3.295 0.870
H 3.265 -1.490 1.358
H 4.777 -2.302 1.591
H 5.364 -3.425 -2.057
H 4.257 -4.303 -1.037
H 5.850 -3.673 -0.316
C -0.933 -6.044 3.670
S -0.910 -5.631 1.927
O -2.205 -4.945 1.754
C 0.371 -4.459 1.924
H 0.028 -6.474 3.888
H -1.768 -6.720 3.809
H -1.163 -5.158 4.274
H 1.209 -5.144 1.791
H 0.348 -3.691 2.708
H 0.236 -3.954 0.969
C -4.291 -1.144 -0.533
S -4.511 0.064 -1.848
O -3.982 -0.606 -3.128
C -6.279 0.129 -1.706
H -4.872 -2.009 -0.856
H -4.655 -0.761 0.430
H -3.198 -1.361 -0.549
H -6.546 0.417 -0.720
H -6.704 -0.830 -2.011
H -6.572 0.909 -2.427
C -1.904 2.785 1.941
S -3.270 2.313 0.994
O -4.167 1.658 2.022
C -3.889 3.942 0.811
H -1.067 3.227 1.412
H -1.499 1.779 2.189
H -2.258 3.259 2.861
H -4.265 4.505 1.654
H -4.614 4.053 0.057
H -3.102 4.516 0.398
C 1.830 3.539 2.805
S 2.698 2.901 1.446
O 3.691 3.967 1.004
C 3.541 1.637 2.361
H 2.461 3.859 3.625
H 1.308 2.641 3.113
H 1.142 4.315 2.486
H 4.371 2.050 2.919
H 3.995 1.036 1.608
H 2.791 1.065 2.895
C -2.739 -2.213 2.910
S -2.030 -1.790 4.465
O -0.681 -2.399 4.451
C -1.615 -0.058 4.130
H -3.620 -1.522 2.880
H -3.183 -3.217 2.941
H -2.064 -1.999 2.066
H -0.772 -0.239 3.525
H -1.439 0.372 5.105
H -2.423 0.465 3.655
C 2.060 -4.439 5.305
S 3.702 -3.731 5.528
O 4.313 -3.969 4.174
C 3.273 -1.954 5.486
H 1.380 -3.995 6.066
H 2.037 -5.549 5.438
H 1.780 -4.260 4.284
H 2.323 -1.840 6.029
H 3.022 -1.628 4.457
H 4.070 -1.370 5.925
C -1.624 1.021 -5.147
S -0.317 -0.162 -4.979
O 0.261 0.101 -3.615
C -1.287 -1.661 -4.556
H -1.071 1.916 -5.423
H -1.969 1.141 -4.149
H -2.218 0.658 -5.978
H -0.648 -2.289 -3.957
H -1.403 -2.106 -5.549
H -2.176 -1.264 -4.093
C 1.950 4.372 -1.860
S 0.901 5.511 -0.990
O 0.304 4.766 0.127
C 2.198 6.498 -0.235
H 2.859 4.202 -1.313
H 2.112 4.909 -2.803
H 1.308 3.494 -1.954
H 1.783 7.127 0.553
H 2.677 7.099 -0.989
H 2.983 5.880 0.177
C -2.239 -3.777 -1.727
S -1.321 -5.113 -2.388
O 0.049 -4.899 -1.818
C -2.251 -6.343 -1.448
H -2.022 -3.887 -0.648
H -3.281 -3.833 -1.995
H -1.882 -2.851 -2.139
H -2.304 -6.051 -0.427
H -1.739 -7.295 -1.641
H -3.231 -6.336 -1.888
C 4.622 1.789 -1.845
S 3.529 1.358 -3.267
O 3.363 2.744 -3.862
C 4.764 0.521 -4.263
H 5.664 1.938 -2.187
H 4.533 1.002 -1.111
H 4.093 2.635 -1.540
H 5.308 1.298 -4.729
H 4.347 -0.138 -5.015
H 5.310 -0.066 -3.503
C -0.174 1.203 -0.771
S 1.052 -0.040 -0.148
O 0.700 -0.064 1.355
C 0.256 -1.396 -0.904
H -1.052 0.943 -0.221
H -0.127 1.053 -1.899
H 0.273 2.137 -0.527
H 0.690 -2.334 -0.479
H 0.410 -1.414 -1.950
H -0.834 -1.425 -0.711

---

A structure of composition C17H24F6N6O3RuSSb. Source: the Open Molecules 2025 dataset; level of theory: the ωB97M-V functional and the def2-TZVPD basis.

Summary:
Kohn-Sham gap (spin up / spin down) in eV: 8.09 / 7.05
Largest force on an atom in eV/Å: 0.528
Charge: 0
Energy in Ha: -2549.07447
Lowest unoccupied orbital energy (spin up / spin down) in Eh: -0.0327 / -0.0694
Relative energy (zero: lowest compared OMol25 entry of this formula, charge and spin) in kJ/mol: 31.4
Multiplicity: 2

Geometry (Å):
Ru 0.978 1.068 0.071
O -0.251 2.237 1.424
N -1.233 1.587 1.949
N -1.230 0.353 1.697
O -0.270 -0.229 0.999
C -2.246 -0.506 2.247
C -2.907 -0.131 3.408
C -3.886 -0.973 3.904
C -4.188 -2.161 3.248
C -3.512 -2.511 2.090
C -2.525 -1.682 1.578
H -2.659 0.796 3.904
H -4.415 -0.701 4.807
H -4.960 -2.810 3.638
H -3.766 -3.417 1.559
H -2.013 -1.915 0.656
C 2.110 -1.261 2.718
C 2.749 0.082 2.579
C 3.745 0.504 3.451
C 4.334 1.735 3.229
N 4.011 2.529 2.211
C 3.059 2.078 1.418
S 2.447 2.881 0.015
N 2.401 0.897 1.578
H 2.849 -2.031 2.489
H 1.253 -1.373 2.063
H 1.789 -1.417 3.748
H 4.045 -0.120 4.280
H 5.110 2.100 3.892
N -1.737 3.079 -0.806
C -1.201 2.297 -1.753
N -1.770 2.262 -2.971
O -0.139 1.648 -1.566
H -2.691 3.381 -0.892
H -1.306 3.080 0.108
H -2.730 2.563 -3.036
H -1.589 1.419 -3.505
C 2.644 0.983 -2.995
C 2.249 -0.349 -2.368
C 1.135 -1.037 -3.199
C 3.470 -1.284 -2.298
C 1.689 -0.266 -0.998
H 3.017 0.807 -4.006
H 3.432 1.469 -2.419
H 1.794 1.659 -3.056
H 1.523 -1.190 -4.208
H 0.239 -0.425 -3.249
H 0.856 -2.007 -2.785
H 3.868 -1.418 -3.305
H 3.202 -2.266 -1.905
H 4.261 -0.859 -1.677
H 1.543 -1.270 -0.574
F -1.632 -0.800 -1.552
Sb -3.255 -1.155 -2.487
F -2.546 -2.812 -3.036
F -3.995 -1.947 -0.942
F -4.828 -1.421 -3.474
F -3.882 0.549 -1.906
F -2.439 -0.298 -3.993

---

A structure of composition C41H35ClN2Si2V. Source: the Open Molecules 2025 dataset; level of theory: the ωB97M-V functional and the def2-TZVPD basis.

Summary:
Kohn-Sham gap (spin up / spin down) in eV: 5.43 / 5.42
Largest force on an atom in eV/Å: 5.181
Charge: 0
Energy in Ha: -3675.98809
Lowest unoccupied orbital energy (spin up / spin down) in Eh: -0.0215 / -0.0229
Multiplicity: 4

Geometry (Å):
C -0.907 -0.738 1.873
C -0.438 0.610 1.757
C -1.551 1.430 1.402
H 0.558 0.976 1.980
C -2.708 0.589 1.285
C -2.302 -0.747 1.578
H -2.965 -1.604 1.646
H -0.315 -1.590 2.200
H -1.524 2.506 1.332
H -3.714 0.904 1.044
V -1.276 -0.023 -0.057
Si 0.852 3.395 -3.082
C 2.000 4.774 -2.593
C 2.479 5.735 -3.495
H 2.156 5.714 -4.537
C 3.388 6.704 -3.057
H 3.829 7.407 -3.771
C 3.720 6.795 -1.699
H 4.420 7.560 -1.352
C 3.139 5.916 -0.779
H 3.281 6.059 0.289
C 2.377 4.835 -1.243
H 2.086 4.022 -0.567
C -0.790 3.696 -2.269
C -0.857 4.079 -0.949
H 0.030 4.307 -0.372
C -2.143 4.239 -0.349
H -2.236 4.699 0.634
C -3.150 3.309 -0.758
H -3.889 2.925 -0.058
C -3.170 3.030 -2.142
H -3.971 2.469 -2.613
C -2.073 3.535 -2.927
H -2.132 3.517 -4.012
H 1.298 2.167 -2.382
Si -3.063 4.969 -1.929
C -4.797 5.739 -2.346
C -5.132 7.085 -2.109
H -4.419 7.741 -1.592
C -6.352 7.618 -2.564
H -6.565 8.680 -2.427
C -7.273 6.808 -3.250
H -8.204 7.229 -3.641
C -6.974 5.449 -3.436
H -7.675 4.813 -3.985
C -5.756 4.920 -2.968
H -5.560 3.853 -3.127
C -1.979 6.573 -2.385
C -1.328 7.377 -1.441
H -1.594 7.323 -0.385
C -0.291 8.236 -1.843
H 0.266 8.812 -1.094
C 0.039 8.343 -3.197
H 0.856 8.991 -3.517
C -0.698 7.641 -4.158
H -0.466 7.730 -5.222
C -1.739 6.798 -3.743
H -2.337 6.291 -4.499
H 0.941 3.069 -4.467
Cl -1.532 0.460 -2.372
C -2.627 -4.154 -1.337
C -2.614 -2.879 -0.767
N -1.472 -2.172 -0.651
C -0.292 -2.725 -1.062
C -0.233 -4.023 -1.649
C -1.443 -4.734 -1.774
C 1.046 -4.497 -2.080
C 2.178 -3.716 -1.993
C 2.148 -2.390 -1.452
C 3.253 -1.517 -1.389
C 3.081 -0.227 -0.906
C 1.828 0.181 -0.447
N 0.760 -0.644 -0.472
C 0.898 -1.913 -0.965
H -3.580 -4.673 -1.427
H -3.533 -2.419 -0.409
H -1.428 -5.734 -2.214
H 1.103 -5.504 -2.500
H 3.133 -4.097 -2.349
H 4.217 -1.875 -1.732
H 3.911 0.476 -0.884
H 1.661 1.193 -0.075

---

A cluster of 2 separate species, C26H25F2N2S in total. Source: the Open Molecules 2025 dataset; level of theory: the ωB97M-V functional and the def2-TZVPD basis.

Summary:
Kohn-Sham gap in eV: 4.90
Largest force on an atom in eV/Å: 3.339
Charge: +1
Energy in Ha: -1712.87651
Lowest unoccupied orbital energy in Eh: -0.2184

Geometry (Å):
F -2.660 4.052 -4.084
C -2.606 3.013 -3.183
C -3.687 2.140 -3.105
C -3.645 1.145 -2.116
C -2.542 1.010 -1.284
C -1.366 1.792 -1.488
C -0.131 1.442 -0.852
C 1.161 1.821 -1.400
C 2.129 0.880 -1.828
C 3.206 1.271 -2.622
C 3.405 2.616 -2.959
C 2.521 3.547 -2.419
F 2.674 4.868 -2.775
C 1.473 3.196 -1.583
C -1.471 2.882 -2.400
H -4.530 2.247 -3.784
H -4.493 0.467 -2.003
H -2.564 0.265 -0.483
H -0.148 1.189 0.220
H 1.966 -0.172 -1.582
H 3.896 0.519 -3.005
H 4.224 2.942 -3.598
H 0.823 3.961 -1.161
H -0.659 3.595 -2.516
C 1.860 2.012 2.400
C 0.943 1.066 3.159
C 1.444 0.887 4.590
C 0.845 -0.296 2.452
C 0.046 -1.303 3.243
C -0.140 -2.619 2.525
N -0.267 -2.420 1.078
C -0.696 -3.436 0.215
C -0.857 -2.986 -1.094
C -1.333 -3.870 -2.065
C -1.702 -5.166 -1.671
C -1.592 -5.582 -0.336
C -1.055 -4.715 0.624
S -0.482 -1.274 -1.216
C -0.078 -1.207 0.487
N 0.305 -0.130 1.105
H 2.881 1.608 2.382
H 1.530 2.174 1.372
H 1.890 2.982 2.909
H -0.076 1.487 3.193
H 2.403 0.352 4.582
H 1.604 1.854 5.077
H 0.744 0.316 5.208
H 1.886 -0.676 2.370
H 0.550 -1.502 4.192
H -0.934 -0.870 3.484
H 0.711 -3.288 2.721
H -1.049 -3.109 2.892
H -1.408 -3.537 -3.098
H -2.086 -5.867 -2.410
H -1.925 -6.574 -0.032
H -0.940 -5.001 1.670

---

A structure of composition C3H6O2. Source: the Open Molecules 2025 dataset; level of theory: the ωB97M-V functional and the def2-TZVPD basis.

Summary:
Kohn-Sham gap in eV: 3.10
Largest force on an atom in eV/Å: 3.425
Charge: 0
Energy in Ha: -268.04943
Lowest unoccupied orbital energy in Eh: -0.1668
Relative energy (zero: lowest compared OMol25 entry of this formula, charge and spin) in kJ/mol: 934.1

Geometry (Å):
O 0.443 -1.978 -0.401
C -2.235 1.249 -0.310
C -1.139 2.083 -0.226
C -0.131 2.334 0.522
O 2.780 -1.939 0.023
H 1.646 -1.981 -0.159
H -2.997 1.403 -1.058
H -2.032 0.308 0.189
H 0.573 3.157 0.415
H 3.059 -2.705 0.534
H 0.033 -1.930 0.471